Here is H4NO2PS as an isolated structure at a distorted geometry from OMol25. Energies are from ωB97M-V with the def2-TZVPD basis set.

Geometry as ORCA input:
```
! RIJCOSX wB97M-V def2-TZVPD def2/J DEFGRID3
* xyz 0 1
H 2.1242 -0.1522 -0.7262
P 1.9102 1.1900 -0.2972
H 1.5289 0.8230 0.9797
O -1.1370 0.0613 -1.8290
S -0.7741 0.3962 -0.4960
H -0.7585 -1.9157 0.2124
N -1.0101 -1.0140 0.5633
H -0.4646 -0.9302 1.3942
O -1.4190 1.5415 0.1989
*
```

Output
energy: -947.0729 Ha
HOMO level (alpha / beta): -9.4 / -9.4 eV
max |F|: 3.92 eV Å⁻¹
gap between HOMO and LUMO (alpha / beta): 7.565 / 7.569 eV
relative energy (zero: lowest compared OMol25 entry of this formula, charge and spin): 512.9 kJ/mol

=====

Here is a 2-piece molecular cluster, C2BrF3S overall at a distorted geometry from OMol25. Energies are from ωB97M-V with the def2-TZVPD basis set.

Geometry as ORCA input:
```
! RIJCOSX wB97M-V def2-TZVPD def2/J DEFGRID3
* xyz 0 1
F -0.5162 -1.3482 0.2845
Br -2.3540 0.5504 0.0082
F -0.3716 -0.4838 -1.5524
F 0.6775 1.0598 1.9655
S 1.7750 1.3141 -0.6624
C -0.5582 -0.1638 -0.2563
C 0.6038 0.7031 0.1626
*
```

Output
energy: -3347.9056 Ha
HOMO level: -11.0 eV
max |F|: 4.47 eV Å⁻¹
gap between HOMO and LUMO: 8.998 eV
relative energy (zero: lowest compared OMol25 entry of this formula, charge and spin): 180.2 kJ/mol

=====

Here is a 2-piece molecular cluster, C5H10FO5S overall at a distorted geometry from OMol25. Energies are from ωB97M-V with the def2-TZVPD basis set.

Geometry as ORCA input:
```
! RIJCOSX wB97M-V def2-TZVPD def2/J DEFGRID3
* xyz -1 1
H -1.5807 2.8490 -1.4371
H -1.5559 0.6324 -2.1111
H 2.1818 -1.1475 2.1823
H 2.3666 -2.8900 1.8684
H -0.4143 -1.1292 1.5218
H 1.3517 -2.3815 3.0569
O -1.0444 -0.2652 -0.1901
H -0.7136 2.1267 0.0449
O 0.9994 -1.0762 0.0664
O 0.9995 1.7017 0.3937
C 0.4687 -1.8594 1.1751
C 0.2354 -0.3577 -0.6341
H -2.8274 0.3580 -0.7725
C 1.6537 -2.0437 2.1090
F -0.5262 -1.3716 -2.3689
S 1.2158 1.2102 -0.9566
O 0.6450 2.0603 -2.0007
H -2.4585 2.5400 0.1028
C -1.6797 2.2163 -0.4806
O 2.5365 0.8753 -1.2423
C -1.8501 0.7519 -0.9513
H -0.0031 -2.7999 0.6240
*
```

Output
energy: -1070.7104 Ha
HOMO level: -5.8 eV
max |F|: 3.89 eV Å⁻¹
gap between HOMO and LUMO: 9.134 eV
relative energy (zero: lowest compared OMol25 entry of this formula, charge and spin): 76.2 kJ/mol

=====

Here is C35H58AlN4O2S3SbSi3 as an isolated structure from OMol25. Energies are from ωB97M-V with the def2-TZVPD basis set.

Geometry as ORCA input:
```
! RIJCOSX wB97M-V def2-TZVPD def2/J DEFGRID3
* xyz 2 1
H 4.6017 2.0554 0.0960
C -0.8315 -1.7207 -3.0357
C -3.0053 -0.7215 1.2089
C 1.1654 -4.0678 2.0521
Si -2.3023 1.0238 -3.3870
H 0.9177 -5.0176 1.5797
H 0.3122 0.9665 3.8048
S 3.0538 -0.5335 2.8154
H -3.7661 2.6939 3.9239
H 0.8467 0.6838 -4.7900
H -3.0921 0.2861 5.4259
C -4.9769 -0.8340 0.0182
H 3.1545 4.0532 -0.0989
H -2.6369 -2.3197 2.5933
H -2.1897 3.5031 -2.7636
C -0.9712 -3.0845 -2.9814
C -2.9488 -0.2428 4.4803
H 1.9256 -0.3873 -3.8857
H -0.9491 -3.7155 2.4081
N 5.6417 2.1116 -2.2334
C -1.2071 -3.6950 -1.7465
N -0.8944 -1.5612 -0.6797
H 1.7114 -0.7010 -1.2826
H 0.4475 1.6389 1.8345
C -3.9501 0.2318 -2.9300
H -2.3375 -1.1209 4.6868
H 6.4925 -0.3619 -2.8614
H -0.0790 3.5563 -1.6999
H 2.0724 -4.2080 2.6362
C -0.9111 -0.9226 -1.8733
H 1.1270 3.7536 0.9213
C 3.3787 -2.6619 0.9940
H -1.4129 -4.7516 -1.6613
C 1.4970 -1.9902 4.6399
H -0.6585 1.7210 5.0671
H -4.7464 -3.5185 2.0303
C 3.7724 2.0450 -0.6198
H 3.6883 -2.0174 0.1715
S 0.0719 -1.8899 3.4737
C 1.7841 0.3473 -0.9615
H 1.0571 -1.9583 5.6362
H 1.9409 -2.9738 4.4977
H -2.8353 3.2375 2.5349
H -4.5388 0.8669 -2.2689
H 3.6838 -2.8205 3.1438
H 1.4790 3.6265 -2.5339
H -4.5352 0.0834 -3.8400
Si 0.7771 1.2683 -2.3573
C -1.0065 0.5446 -1.9865
C -3.3159 -1.9297 1.8451
Al -0.0755 -0.8508 1.0175
H -3.8309 -0.7404 -2.4487
Sb -1.5449 1.6043 -0.0595
H -3.6099 3.2547 0.5170
C 6.4560 1.1188 -1.5743
S 1.5849 -2.8947 0.7127
H 0.0277 3.3233 -3.4554
H -4.0377 2.3481 -0.9539
H 3.5242 0.1094 0.2106
H -1.2231 -3.3175 0.3539
H -0.0533 -4.2514 3.8213
N 1.0898 0.4118 0.3316
H -0.3064 2.6116 3.5955
H 3.4066 -1.1375 5.1106
C -3.2528 2.8938 -0.4422
H -4.1708 2.0833 2.3241
C 1.5980 2.8611 0.5213
H -5.6202 -0.3635 -0.7151
C -1.7764 0.0586 1.5614
H 2.1432 0.0644 4.8694
C 1.5436 0.6328 -3.9546
H -3.9309 -0.5806 4.1483
C 3.8448 -2.1090 2.3356
C -5.3615 -2.0139 0.6226
C -3.3406 2.3729 2.9710
H -0.6671 -1.2301 -3.9812
H -3.5213 3.1093 -3.8446
C 0.8204 1.6533 0.8125
Si -2.1542 0.9413 3.2487
H 3.8167 -3.6473 0.8313
C 3.2873 0.5914 -0.7378
O 6.1664 -0.2093 -1.9682
C -1.1159 -2.9008 -0.6423
H -2.9120 3.7391 -1.0354
C -4.4957 -2.5834 1.5458
C 0.5196 3.1223 -2.5018
C 4.3754 2.5260 -1.9430
C 2.5317 -0.8880 4.5101
O 3.7756 3.2514 -2.7138
H -2.6369 0.9640 -5.7948
C 0.0027 -3.6231 2.9325
N -3.8236 -0.2112 0.2812
H -2.2026 -0.6556 -5.2810
C -1.9636 0.3996 -5.1445
H 4.9178 -1.9327 2.2612
C -2.4758 2.8898 -3.6139
H 5.9673 2.4519 -3.1275
H 2.3760 1.2959 -4.2006
H -0.9145 -3.6794 -3.8836
H -6.3070 -2.4747 0.3755
H 7.4997 1.3682 -1.7642
H 6.2852 1.1466 -0.5011
H 3.8628 0.0808 -1.5112
H -1.8863 3.2147 -4.4727
H -0.9539 0.5771 -5.5139
C -0.5453 1.6193 3.9855
C 2.7853 3.0327 -0.0692
*
```

Output
energy: -4283.3508 Ha
HOMO level: -12.4 eV
max |F|: 0.65 eV Å⁻¹
gap between HOMO and LUMO: 7.350 eV

=====

Here is one molecule with the formula C23H29N3O5 at a distorted geometry from OMol25. Energies are from ωB97M-V with the def2-TZVPD basis set.

Geometry as ORCA input:
```
! RIJCOSX wB97M-V def2-TZVPD def2/J DEFGRID3
* xyz 0 1
C -0.4527 -2.0742 1.7878
C -1.1950 0.1632 1.4915
H -3.6991 -1.9755 -3.6651
H 2.5989 0.3070 -3.1181
C -1.3212 -1.8122 -1.2823
O 1.2617 0.0242 4.2450
C 1.3267 1.3841 4.6004
H 0.7310 3.6532 1.5244
C 1.5850 2.0820 0.3920
H -0.5342 -2.5417 -1.0736
H 1.3866 -2.1896 5.3329
C 0.4327 -0.3442 3.2119
H 3.2317 -1.0629 -2.1735
O -2.3190 0.1247 -4.3977
C 1.5503 1.3846 -0.8295
C -0.2875 3.4350 -0.3463
H 2.6573 -0.1815 1.3993
H 2.0577 1.4353 5.4067
C 2.4272 -0.3321 -2.2457
C 0.3957 -1.6963 2.8233
H -2.6447 -2.5475 0.2389
C -2.7604 -0.1393 -3.1605
H -2.1914 3.6259 -2.1445
N -2.5447 0.8471 -2.3438
C -3.2219 -1.5086 -2.8015
H -0.4672 -3.1212 1.5260
C -1.2548 -1.1671 1.1141
H -3.9366 -1.4432 -1.9812
C -0.3400 2.7405 -1.5411
H 2.7775 -1.8810 4.2642
C -2.1474 -1.6089 -0.0108
H -0.9485 3.6126 -3.4182
H 1.6630 2.0016 3.7625
C 1.9466 -2.5589 4.4714
N -1.7747 1.3765 -4.3590
H 4.0355 0.7341 0.7341
O 2.4489 1.8845 1.4300
H -0.3620 1.5997 2.8073
C 3.2547 0.7275 1.4967
O 2.4788 0.3978 -1.0463
C -0.3733 0.5590 2.5312
H -1.7903 0.9011 0.9761
H -0.9907 4.2282 -0.1436
H 3.7130 0.7564 2.4857
H -0.5292 -3.4551 -3.1576
N -2.1026 -2.3452 -2.3899
C 0.6711 3.1110 0.5935
H 0.5661 1.2241 -2.7190
C -1.2605 -2.7270 -3.5055
H -1.8754 -3.1953 -4.2729
H -0.7199 -1.8843 -3.9616
O 1.1185 -2.7330 3.3452
C -1.3820 3.0463 -2.5907
C 0.5916 1.7357 -1.7694
H 0.3623 1.7510 4.9670
H 2.3362 -3.5533 4.6915
C -1.9223 1.7752 -3.1273
H -0.8347 -0.8542 -1.5325
H 1.4741 -0.8588 -2.3583
H -2.8964 -0.8371 -0.1837
*
```

Output
energy: -1434.2097 Ha
HOMO level: -7.8 eV
max |F|: 1.20 eV Å⁻¹
gap between HOMO and LUMO: 8.592 eV
relative energy (zero: lowest compared OMol25 entry of this formula, charge and spin): 396.6 kJ/mol

=====

Here is C4H7N2 as an isolated structure at a distorted geometry from OMol25. Energies are from ωB97M-V with the def2-TZVPD basis set.

Geometry as ORCA input:
```
! RIJCOSX wB97M-V def2-TZVPD def2/J DEFGRID3
* xyz 1 1
C 0.2034 1.0794 0.3190
H 1.5966 -0.1606 0.8609
H -1.3042 1.5300 -1.5341
N -2.1142 0.0837 0.3399
N 1.0218 -0.1205 0.0837
H 1.7037 -0.1082 -0.6869
H 0.2262 -1.8993 -0.9464
C -1.0334 0.7825 -0.4345
C -0.0231 -1.3482 -0.0077
H 0.0589 -2.0811 0.9447
H -0.1038 1.1110 1.3329
C -1.2280 -0.6305 -0.1862
H 0.9960 1.7617 -0.0851
*
```

Output
energy: -265.6863 Ha
HOMO level: -14.5 eV
max |F|: 6.30 eV Å⁻¹
gap between HOMO and LUMO: 9.975 eV
relative energy (zero: lowest compared OMol25 entry of this formula, charge and spin): 583.2 kJ/mol